Entry 1:
20
Properties=species:S:1:pos:R:3 method="wB97M-V/def2-TZVPD" e_homo_ha="-0.808 / -0.810" orbital_gap_ev="4.71 / 4.75" total_charge=+4 energy_ha=-2886.9727 lumo_energy_ev="-17.288 / -17.289" spin_multiplicity=6
Dy -0.047 -0.754 0.884
In -0.013 -0.105 -5.876
Cl 1.941 -2.260 1.157
Cl -0.785 2.091 -5.377
S 0.123 1.370 2.438
O 0.727 -3.215 -7.455
O -0.912 0.613 -9.381
O -1.256 -3.318 3.524
O -0.634 1.362 0.917
C -0.607 0.353 -8.300
C -0.893 -2.508 2.772
C 0.486 -2.198 -6.963
C 1.655 1.304 3.932
C -1.122 0.878 3.695
H -0.782 -0.010 4.276
H 2.516 1.616 3.344
H 1.208 2.047 4.623
H 1.601 0.240 4.249
H -2.065 0.734 3.164
H -1.141 1.759 4.375

Entry 2:
16
Properties=species:S:1:pos:R:3 method="wB97M-V/def2-TZVPD" e_homo_ha="-0.454 / -0.536" orbital_gap_ev="8.27 / 8.55" total_charge=+1 energy_ha=-1323.4086 lumo_energy_ev="-4.089 / -6.021" spin_multiplicity=3
Cl 0.090 -3.348 1.998
Cl 0.874 -0.607 -2.431
F -2.621 -0.223 -0.590
N 0.344 0.575 -0.034
N 0.494 -1.689 0.009
C 0.097 -1.768 1.243
C 0.806 1.824 -0.692
C -2.184 0.581 0.319
C -0.964 0.877 0.690
C 0.544 -0.544 -0.675
H 1.855 1.465 -0.969
H 0.830 2.588 0.170
H 0.230 2.168 -1.639
H -0.135 -0.804 1.715
H -0.813 1.334 1.594
H 0.552 -2.429 -0.708

Entry 3:
20
Properties=species:S:1:pos:R:3 method="wB97M-V/def2-TZVPD" e_homo_ha="-0.820 / -0.820" orbital_gap_ev="6.49 / 6.43" total_charge=+4 energy_ha=-3845.3101 lumo_energy_ev="-15.816 / -15.894" de_lowest_kcal_mol=0.0 spin_multiplicity=7
Tm 0.205 0.713 -6.531
Ho -0.260 0.616 -1.128
Cl 1.690 -0.819 -1.412
Cl -0.704 2.806 -5.883
S 1.084 2.492 1.585
O 0.218 1.964 0.375
O 0.607 -1.583 -9.236
O -0.435 1.316 -9.884
O -0.806 -1.309 1.614
C -0.747 -0.713 0.629
C -0.252 1.250 -8.732
C 0.569 -1.050 -8.202
C 1.201 1.156 2.790
C -0.083 3.601 2.359
H 0.209 0.919 3.188
H -0.250 4.436 1.646
H 1.849 1.586 3.563
H 1.681 0.287 2.324
H -1.033 3.069 2.586
H 0.396 4.014 3.279

Entry 4:
17
Properties=species:S:1:pos:R:3 method="wB97M-V/def2-TZVPD" e_homo_ha=-0.383 orbital_gap_ev=10.47 total_charge=0 energy_ha=-1374.4664 lumo_energy_ev=0.045 de_lowest_kcal_mol=8.8
Cl 0.388 -2.821 2.845
Cl 2.569 -0.921 2.956
O -1.346 1.494 2.002
O 0.805 -0.983 0.915
N -0.002 -0.167 2.801
N -0.458 0.564 -0.726
C -0.103 0.081 0.435
C 0.912 -1.194 2.470
C 0.061 0.086 -1.969
C -0.593 0.593 1.775
C -0.645 0.837 -3.092
H -1.693 0.558 -3.131
H -0.184 0.611 -4.049
H -0.190 0.094 3.758
H -0.581 1.907 -2.912
H 1.143 0.261 -2.007
H -0.084 -0.997 -2.071

Entry 5:
20
Properties=species:S:1:pos:R:3 method="wB97M-V/def2-TZVPD" e_homo_ha=-0.205 orbital_gap_ev=8.73 total_charge=-1 energy_ha=-1579.6964 lumo_energy_ev=3.156 de_lowest_kcal_mol=2.8
Cl 2.157 -1.777 -1.258
Cl 1.625 2.889 0.059
O -2.279 0.620 1.231
O 0.539 -2.720 2.540
O -2.366 -0.800 -0.455
O -0.708 -1.298 1.161
N 0.884 -1.382 2.526
N 0.176 -0.619 1.873
N 1.573 0.259 0.123
C 0.191 0.122 -1.798
C -2.083 -0.326 0.567
C -0.190 1.493 -1.115
C 1.229 -0.396 -0.904
C 0.656 1.428 0.142
H 0.778 0.327 -2.708
H 0.002 2.325 -1.756
H -1.248 1.640 -0.926
H -0.110 1.482 0.905
H -0.241 -2.763 1.798
H -0.586 -0.502 -2.005

Entry 6:
14
Properties=species:S:1:pos:R:3 method="wB97M-V/def2-TZVPD" e_homo_ha=-0.352 orbital_gap_ev=9.13 total_charge=0 energy_ha=-1189.6528 smiles="C[C@@]1(Cl)C(=O)[C@@]1(C)Cl" lumo_energy_ev=-0.452 de_lowest_kcal_mol=46.7
Cl -0.622 -1.367 -1.533
Cl 1.130 0.748 1.797
O -1.165 2.173 -0.895
C -0.628 1.192 -0.572
C -1.504 -0.714 0.964
C 1.817 0.156 -0.720
C -0.750 -0.221 -0.231
C 0.534 0.470 0.044
H -2.332 -1.590 0.878
H 2.455 1.000 -0.771
H 2.242 -0.656 -0.256
H -2.102 0.077 1.448
H 1.734 -0.057 -1.769
H -0.810 -1.211 1.616

Entry 7:
14
Properties=species:S:1:pos:R:3 method="wB97M-V/def2-TZVPD" e_homo_ha=-0.372 orbital_gap_ev=10.98 total_charge=0 energy_ha=-829.2900 smiles=F[C@@]1([C@H]2CO2)C[C@@H]1Cl lumo_energy_ev=0.847 de_lowest_kcal_mol=64.1
Cl 2.064 -0.210 -0.167
F -1.973 -1.110 -0.532
O -0.338 1.783 -0.677
C 0.438 -1.168 -0.340
C -1.136 0.971 0.089
C -0.129 1.845 0.674
C -0.871 -0.485 -0.051
C -0.326 -1.385 1.064
H 0.471 -1.790 -1.244
H 0.777 1.574 1.185
H -2.212 1.264 -0.035
H -0.039 -0.859 1.996
H -0.532 2.746 1.098
H -0.946 -2.315 1.412

Entry 8:
13
Properties=species:S:1:pos:R:3 method="wB97M-V/def2-TZVPD" e_homo_ha=-0.343 orbital_gap_ev=10.17 total_charge=0 energy_ha=-708.9887 smiles="Cl[C@H]1C=C[C@@H]2N[C@@H]21" lumo_energy_ev=0.824 de_lowest_kcal_mol=47.4
Cl 2.670 -0.257 -0.353
N -1.411 -0.975 0.308
C -0.051 -1.065 -0.221
C -1.014 -0.133 -0.863
C 1.019 -0.319 0.512
C 0.506 1.064 0.471
C -0.478 1.179 -0.410
H -1.038 2.020 -0.807
H 1.138 -0.605 1.540
H -1.356 -0.181 -1.801
H 0.304 -2.092 -0.479
H -1.345 -0.462 1.138
H 1.056 1.825 0.966

Entry 9:
15
Properties=species:S:1:pos:R:3 method="wB97M-V/def2-TZVPD" e_homo_ha="-0.402 / -0.538" orbital_gap_ev="5.58 / 7.46" total_charge=+1 energy_ha=-1161.5508 lumo_energy_ev="-5.366 / -7.181" de_lowest_kcal_mol=19.9 spin_multiplicity=3
Cl -3.332 -1.034 -0.599
S -1.894 1.440 0.782
N 1.851 0.541 0.749
N 0.107 -0.984 0.803
C -0.280 -0.705 -0.505
C 0.806 0.019 1.428
C 1.765 0.578 -0.544
C -2.282 0.109 0.074
C 0.445 0.507 -1.043
H -0.361 -1.502 1.484
H 0.454 0.582 -2.179
H 0.861 -0.053 2.479
H -0.165 1.371 -0.713
H -0.686 -1.547 -1.086
H 2.712 0.678 -1.129

Entry 10:
16
Properties=species:S:1:pos:R:3 method="wB97M-V/def2-TZVPD" e_homo_ha=-0.319 orbital_gap_ev=8.25 total_charge=0 energy_ha=-893.6049 lumo_energy_ev=-0.442 de_lowest_kcal_mol=118.0
Cl 2.067 2.709 -0.244
O 1.983 -0.953 -2.990
N -0.601 -0.025 0.589
N 0.161 1.148 0.425
N 1.202 -1.043 -2.117
C -0.895 -2.463 0.428
C 0.590 -1.182 -1.129
C -0.594 2.365 0.776
C -0.336 -1.117 -0.085
C 1.403 1.111 -0.067
H -0.378 3.074 -0.056
H -1.367 -2.416 1.454
H -0.091 2.743 1.668
H -0.007 -2.978 0.637
H -1.517 -3.051 -0.223
H -1.619 2.077 0.934

Entry 11:
14
Properties=species:S:1:pos:R:3 method="wB97M-V/def2-TZVPD" e_homo_ha=-0.334 orbital_gap_ev=9.82 total_charge=0 energy_ha=-784.2960 smiles="O=CN1C=C[C@@H](Cl)C1" lumo_energy_ev=0.722 de_lowest_kcal_mol=16.1
Cl 2.799 0.250 -0.286
O -1.997 2.002 -0.769
N -0.599 0.238 -0.477
C -0.386 -1.191 -0.474
C 1.306 -0.173 0.788
C -1.715 0.851 -0.968
C 0.701 -1.464 0.281
C 0.198 0.848 0.556
H -0.998 -1.850 -1.035
H 0.501 1.933 0.330
H 1.147 -2.416 0.323
H 1.780 -0.165 1.813
H -0.384 0.933 1.452
H -2.353 0.206 -1.532

Entry 12:
17
Properties=species:S:1:pos:R:3 method="wB97M-V/def2-TZVPD" e_homo_ha="-0.520 / -0.520" orbital_gap_ev="5.26 / 5.20" total_charge=+2 energy_ha=-2334.9357 lumo_energy_ev="-8.899 / -8.960" de_lowest_kcal_mol=17.9 spin_multiplicity=2
Cu 1.720 1.531 3.907
Mg 0.229 -1.876 1.783
O 0.055 2.336 2.194
O -1.147 1.086 0.684
O 0.297 0.135 2.110
O -2.863 1.979 -5.637
C -2.769 1.970 -0.779
C -0.196 1.226 1.777
C -1.739 2.114 0.228
C -2.083 1.719 -4.818
C -1.237 1.468 -3.835
H -3.625 2.230 -0.071
H -1.211 0.458 -3.425
H -0.429 2.177 -3.653
H -2.743 2.838 -1.451
H -2.922 0.938 -1.105
H -1.343 3.095 0.524